--- P ---
ORCA calculation (ωB97M-V with the def2-TZVPD basis set) on a 2-piece molecular cluster, CH6NO2 overall.

Cartesian coordinates (Å):
O (-1.10543, 0.08305, -2.86874)
H (-1.00443, 0.47285, -1.94228)
N (0.39831, -0.60816, 2.01093)
C (0.19415, 0.16268, 0.48992)
O (-0.96478, 0.52623, -0.10142)
H (-0.15290, -0.09772, 2.64284)
H (1.35684, -0.29257, 2.40035)
H (0.71574, -0.60560, -0.21480)
H (1.02522, 0.99306, 0.55743)
H (-0.46273, -0.63383, -2.97423)

* HOMO energy: -0.1110 Ha
* spin multiplicity: 1
* net charge: -1
* LUMO level: 4.57 eV

Results of the Löwdin charge analysis, in e, for atoms 1 through 4:
1 O -0.147
2 H 0.006
3 N -0.090
4 C -0.510

---

--- Q ---
ORCA calculation (ωB97M-V with the def2-TZVPD basis set) on a 2-piece molecular cluster, CH6NO2 overall.

Cartesian coordinates (Å):
O (-0.61988, -1.30438, -2.21245)
H (0.30293, -1.44424, -2.43747)
N (-0.47215, -0.39829, 0.32684)
C (0.34501, 0.71125, 0.46731)
O (0.29013, 1.32536, 1.83802)
H (-0.56650, -0.95875, -1.24908)
H (-0.15766, -1.10936, 0.99149)
H (0.03125, 1.50074, -0.20920)
H (1.44859, 0.60136, 0.36633)
H (-0.60172, 1.07630, 2.11821)

* HOMO energy: -0.0965 Ha
* spin multiplicity: 1
* net charge: -1
* LUMO level: 4.62 eV

Results of the Löwdin charge analysis, in e, for atoms 1 through 4:
1 O -0.195
2 H -0.022
3 N -0.151
4 C -0.525

---

Order from most stable to least stable according to the calculation: Q, P

---

--- P ---
ORCA calculation (ωB97M-V with the def2-TZVPD basis set) on a 2-piece molecular cluster, CH6NO2 overall.

Cartesian coordinates (Å):
O (-0.18758, -1.72059, 2.20752)
H (-0.35012, -2.64059, 1.96175)
N (-0.19774, -0.26376, -0.29472)
C (0.13789, 1.10449, -0.50420)
O (0.83434, 1.39083, -1.85977)
H (-0.39637, -1.33700, 1.30695)
H (-1.18266, -0.37453, -0.58014)
H (0.87795, 1.52407, 0.17325)
H (-0.65222, 1.85723, -0.51134)
H (1.11652, 0.45983, -1.89930)

* HOMO energy: -0.0987 Ha
* spin multiplicity: 1
* net charge: -1
* LUMO level: 4.63 eV

Results of the Löwdin charge analysis, in e, for atoms 1 through 4:
1 O -0.159
2 H -0.005
3 N -0.159
4 C -0.484

---

--- Q ---
ORCA calculation (ωB97M-V with the def2-TZVPD basis set) on a 2-piece molecular cluster, CH6NO2 overall.

Cartesian coordinates (Å):
N (-1.75391, -0.15810, 0.54652)
C (-0.51351, -0.11228, -0.30898)
O (0.18414, 1.01499, -0.20518)
H (-2.45263, 0.41212, 0.06590)
H (-1.49046, 0.36493, 1.37483)
H (-0.91354, -0.33535, -1.32413)
H (0.02953, -1.04193, -0.03193)
H (1.71154, 0.48756, -0.17793)
H (2.53937, -0.77840, 0.15591)
O (2.65946, 0.14645, -0.09501)

* HOMO energy: -0.1149 Ha
* spin multiplicity: 1
* net charge: -1
* LUMO level: 4.76 eV

Results of the Löwdin charge analysis, in e, for atoms 1 through 4:
1 N -0.053
2 C -0.608
3 O -0.316
4 H 0.021

---

Order from most stable to least stable according to the calculation: Q, P

---

--- P ---
ORCA calculation (ωB97M-V with the def2-TZVPD basis set) on a 10-piece molecular cluster, C6H33NO11 overall.

Cartesian coordinates (Å):
O (2.53353, -2.53655, -3.48000)
H (2.24896, -2.71891, -2.58906)
H (2.89731, -1.67235, -3.48607)
O (2.41569, 2.19618, 1.13786)
H (3.01940, 1.49953, 1.44935)
H (2.04775, 2.43437, 1.99430)
O (4.41701, 0.47015, 2.25659)
H (3.96531, -0.36096, 1.96197)
H (5.13317, 0.59202, 1.63743)
O (1.38306, 0.38253, -0.37431)
H (1.62300, 1.26481, 0.21844)
H (1.47407, 0.55534, -1.31591)
O (-1.72900, -2.17734, -2.20150)
H (-1.75647, -2.70223, -3.02178)
H (-1.97166, -1.27552, -2.39314)
O (0.52460, -2.28667, -0.81820)
H (-0.28219, -2.38428, -1.45930)
H (0.60034, -1.32333, -0.79645)
O (-0.30434, -1.68772, -4.77674)
H (-0.26143, -1.71778, -5.73215)
H (0.58597, -2.02667, -4.54759)
O (2.96108, -1.52521, 0.81242)
H (2.32531, -2.24930, 0.86649)
H (2.34862, -0.95335, 0.29831)
O (1.11418, 2.07907, 3.59426)
H (1.77984, 2.01693, 4.23276)
H (0.61413, 1.19679, 3.64950)
C (0.13847, -1.25991, 2.50024)
O (-0.44277, -0.31133, 3.31592)
C (-1.87837, -0.23192, 2.97739)
C (-2.16892, 1.15982, 2.52476)
N (-1.51875, 1.63085, 1.27477)
C (-1.75287, 0.81186, 0.16508)
C (-1.88127, 1.65006, -1.07032)
O (-2.40908, 0.77790, -2.11884)
C (-2.77882, 1.48542, -3.39705)
H (0.03760, -0.93435, 1.44517)
H (-0.29962, -2.15473, 2.70469)
H (1.16987, -1.20875, 2.78812)
H (-2.48036, -0.53683, 3.80396)
H (-2.12717, -0.92980, 2.12366)
H (-1.81785, 1.80699, 3.30880)
H (-3.17504, 1.44679, 2.41397)
H (-0.55409, 1.91737, 1.42283)
H (-2.78987, 0.42839, 0.30561)
H (-1.05665, -0.00346, -0.13784)
H (-0.89656, 2.06354, -1.52774)
H (-2.57083, 2.43860, -0.93084)
H (-3.16722, 2.41923, -3.06849)
H (-3.43851, 0.76286, -3.94884)
H (-1.84856, 1.68183, -3.99252)

* HOMO energy: -0.3264 Ha
* spin multiplicity: 1
* net charge: 0
* LUMO level: 0.34 eV

Results of the Löwdin charge analysis, in e, for atoms 1 through 4:
1 O -0.027
2 H 0.016
3 H 0.021
4 O -0.040

---

--- Q ---
ORCA calculation (ωB97M-V with the def2-TZVPD basis set) on a 12-piece molecular cluster, C6H33NO11 overall.

Cartesian coordinates (Å):
C (-2.72140, 1.68628, -0.58161)
C (-2.18305, 0.55806, -1.19204)
N (-0.83441, 0.21899, -0.85511)
C (-0.19028, -1.09918, -1.37767)
C (-0.25388, -3.73510, 1.56288)
C (0.21053, -3.02848, 0.33979)
C (-0.49682, -2.20963, -0.38479)
H (-2.29822, 2.26046, 0.27759)
H (-3.59290, 2.29817, -0.85707)
H (-2.58272, 0.11028, -2.11779)
H (-0.25785, 0.58860, -0.13443)
H (-0.52152, -1.23861, -2.36984)
H (1.00599, -0.87688, -1.40884)
H (-0.47747, -3.02704, 2.47091)
H (-1.11606, -4.18020, 1.32262)
H (0.47447, -4.46133, 1.84273)
H (1.30516, -3.11356, 0.19615)
H (-1.58757, -2.29045, -0.09158)
H (1.68472, 2.99946, -0.86499)
H (1.82687, 4.24426, -0.09641)
O (2.09028, 3.28702, 0.00690)
H (3.60359, 1.85529, -0.71131)
H (4.15648, 0.61456, -0.18419)
O (3.51902, 0.88694, -0.77133)
H (1.89319, 0.24215, 3.41633)
H (1.00251, -0.53443, 2.63591)
O (1.48050, 0.21282, 2.61184)
H (0.90871, 0.57328, -3.86257)
H (0.67246, 1.61623, -4.97740)
O (1.09565, 1.47996, -4.14990)
H (1.20667, 4.15849, 1.85886)
H (1.35946, 2.69381, 2.66593)
O (1.13780, 3.68784, 2.74618)
H (-1.21012, -3.53219, -3.18951)
H (-2.43956, -2.72454, -2.53606)
O (-2.07153, -3.04312, -3.38877)
H (0.86066, 2.44626, -2.80412)
H (-0.26125, 1.88667, -1.73462)
O (0.53185, 2.41369, -1.91300)
H (-1.39728, -0.67187, 2.73432)
H (-0.90330, 0.07436, 3.98507)
O (-0.78289, -0.69055, 3.45556)
H (0.19358, 1.30567, 2.06046)
H (-0.67500, 2.54423, 2.11925)
O (-0.65647, 1.67092, 1.85680)
H (2.90366, -0.26700, 0.76822)
H (2.92417, -1.56227, 0.07606)
O (2.71252, -1.22867, 0.91844)
H (-3.89628, -2.07266, 0.92917)
H (-3.77345, -1.11381, -0.36439)
O (-3.57923, -1.91320, 0.06140)

* HOMO energy: -0.2912 Ha
* spin multiplicity: 1
* net charge: 0
* LUMO level: 0.33 eV

Results of the Löwdin charge analysis, in e, for atoms 1 through 4:
1 C -0.014
2 C -0.211
3 N -0.051
4 C -0.140

---

Order from most stable to least stable according to the calculation: P, Q

---

--- P ---
ORCA calculation (ωB97M-V with the def2-TZVPD basis set) on an isolated ion of composition CH2NO2 and charge -1.

Cartesian coordinates (Å):
N (0.11904, 1.30470, -0.14135)
C (-0.12493, 0.01632, 0.00947)
O (-1.17969, -0.62268, 0.14387)
O (1.05999, -0.74535, -0.01074)
H (1.72645, -0.05266, -0.08891)
H (-0.72216, 1.82498, 0.07909)

* HOMO energy: -0.1177 Ha
* spin multiplicity: 1
* net charge: -1
* LUMO level: 4.66 eV

Results of the Löwdin charge analysis, in e, for atoms 1 through 4:
1 N -0.018
2 C -0.839
3 O -0.107
4 O -0.058

---

--- Q ---
ORCA calculation (ωB97M-V with the def2-TZVPD basis set) on a 2-piece molecular cluster, CH2NO2 overall.

Cartesian coordinates (Å):
C (-1.57773, 0.15731, -0.16880)
N (-0.72568, 0.71110, -0.70861)
O (-2.50718, -0.27435, 0.45553)
O (1.92556, -0.12613, -0.07768)
H (1.89723, -0.70142, 0.77475)
H (0.98779, 0.23350, -0.27519)

* HOMO energy: -0.1501 Ha
* spin multiplicity: 1
* net charge: -1
* LUMO level: 4.48 eV

Results of the Löwdin charge analysis, in e, for atoms 1 through 4:
1 C -0.712
2 N 0.002
3 O -0.089
4 O -0.211

---

Order from most stable to least stable according to the calculation: Q, P

---

--- P ---
ORCA calculation (ωB97M-V with the def2-TZVPD basis set) on an isolated ion of composition C2H5N2O and charge +1.

Cartesian coordinates (Å):
C (0.40623, 1.06682, 0.01767)
C (0.02974, -1.17334, 0.04843)
N (1.70705, 0.55581, -0.05144)
N (-0.43624, 0.01270, -0.26108)
O (1.71783, -0.63939, -0.06641)
H (0.30277, 1.42646, 1.10895)
H (0.36248, 1.91781, -0.54137)
H (0.21046, -1.50703, 1.13643)
H (-0.17617, -2.04384, -0.40939)
H (-1.07180, 0.20374, -1.05540)

* HOMO energy: -0.5939 Ha
* spin multiplicity: 1
* net charge: +1
* LUMO level: -6.59 eV

Results of the Löwdin charge analysis, in e, for atoms 1 through 4:
1 C -0.164
2 C 0.046
3 N 0.157
4 N 0.022

---

--- Q ---
ORCA calculation (ωB97M-V with the def2-TZVPD basis set) on a 2-piece molecular cluster, C2H5N2O overall.

Cartesian coordinates (Å):
C (-0.56561, 1.02918, -0.95588)
C (0.11100, -1.73105, 0.81262)
N (0.15150, 1.82191, -0.53355)
N (-0.80965, -1.30884, 0.06836)
O (0.87843, 2.82166, -0.10388)
H (-0.41851, -0.65326, -0.62464)
H (-0.03823, -2.46163, 1.64901)
H (1.38822, 3.39351, -0.71431)
H (1.06562, -1.33853, 0.57306)
H (-1.76277, -1.57295, -0.17080)

* HOMO energy: -0.5806 Ha
* spin multiplicity: 1
* net charge: +1
* LUMO level: -5.17 eV

Results of the Löwdin charge analysis, in e, for atoms 1 through 4:
1 C 0.101
2 C 0.146
3 N -0.087
4 N 0.154

---

Order from most stable to least stable according to the calculation: P, Q

---

--- P ---
ORCA calculation (ωB97M-V with the def2-TZVPD basis set) on an isolated ion of composition C2H5N2O and charge +1.

Cartesian coordinates (Å):
C (1.20122, -0.15620, 0.06340)
C (-0.10887, 0.21122, -0.45619)
N (2.24781, -0.71880, 0.06006)
N (-1.48258, -0.11538, 0.19007)
O (0.49079, 1.17781, 0.26261)
H (-0.19641, 0.41888, -1.44810)
H (3.13485, -0.30136, 0.42997)
H (-2.20791, 0.25682, -0.45024)
H (-1.29515, 0.34054, 1.21062)
H (-1.78376, -1.11353, 0.13779)

* HOMO energy: -0.5561 Ha
* spin multiplicity: 1
* net charge: +1
* LUMO level: -4.26 eV

Results of the Löwdin charge analysis, in e, for atoms 1 through 4:
1 C -0.207
2 C -0.261
3 N 0.258
4 N 0.245

---

--- Q ---
ORCA calculation (ωB97M-V with the def2-TZVPD basis set) on an isolated ion of composition C2H5N2O and charge +1.

Cartesian coordinates (Å):
C (-0.65645, -0.80352, 0.23057)
C (0.78834, 0.66926, -0.85191)
N (-0.17255, -0.23935, 1.30523)
N (-0.31224, -0.10940, -0.84492)
O (0.70073, 0.68719, 1.31657)
H (-1.55305, -1.49651, 0.31896)
H (1.65262, 0.31496, -0.48089)
H (0.90083, 1.37467, -1.66103)
H (-0.46322, -0.55153, 2.32209)
H (-0.88500, 0.15422, -1.65467)

* HOMO energy (alpha / beta): -0.5430 / -0.5430 Ha
* spin multiplicity: 1
* net charge: +1
* LUMO level (alpha / beta): -5.70 / -5.70 eV

Results of the Löwdin charge analysis, in e, for atoms 1 through 4:
1 C -0.063
2 C 0.209
3 N -0.053
4 N 0.066

---

Order from most stable to least stable according to the calculation: P, Q

---

--- P ---
ORCA calculation (ωB97M-V with the def2-TZVPD basis set) on a 2-piece molecular cluster, C9H9N overall.

Cartesian coordinates (Å):
C (-2.81349, -0.16761, -0.61132)
C (-1.86133, -0.16319, -1.66312)
C (-2.38680, -0.02189, 0.74984)
C (-0.49102, -0.31087, -1.34048)
C (-1.01908, 0.04860, 1.00418)
C (-0.21158, -0.20484, -0.04105)
C (2.38633, -1.33623, 1.13855)
C (1.87027, -0.21572, 0.44401)
C (2.14380, 1.21040, 0.12577)
N (2.65192, -1.33981, -0.10727)
H (-3.85964, 0.01482, -0.74169)
H (-2.10562, 0.03909, -2.72336)
H (-3.19862, -0.12145, 1.46814)
H (0.15855, -0.60172, -2.13397)
H (-0.65739, 0.15702, 1.97376)
H (2.65710, -1.78376, 2.07249)
H (3.34300, 1.55784, 0.06148)
H (1.81637, 1.77355, 0.99586)
H (1.57725, 1.46577, -0.67181)

* HOMO energy: -0.3090 Ha
* spin multiplicity: 1
* net charge: 0
* LUMO level: 0.96 eV

Results of the Löwdin charge analysis, in e, for atoms 1 through 4:
1 C -0.082
2 C -0.074
3 C -0.073
4 C -0.100

---

--- Q ---
ORCA calculation (ωB97M-V with the def2-TZVPD basis set) on a 2-piece molecular cluster, C9H9N overall.

Cartesian coordinates (Å):
C (1.59754, 2.87582, -2.14610)
C (1.43771, 2.01194, -1.33067)
C (-2.46184, -0.62728, 1.38770)
C (-2.16263, 0.65527, 0.86923)
C (-1.57712, -1.60000, 1.18935)
C (-0.94055, 0.82862, 0.34377)
C (-0.34700, -1.39046, 0.60931)
C (0.05371, -0.10587, 0.26459)
C (2.07027, -0.76028, -0.76687)
N (1.31077, 0.18713, -0.02972)
H (1.98327, 3.48939, -2.88873)
H (-3.28699, -0.85820, 2.12200)
H (-2.90696, 1.43796, 1.04909)
H (-1.80753, -2.64149, 1.59163)
H (-0.60017, 1.83227, -0.06522)
H (0.29132, -2.26440, 0.82275)
H (1.63430, -1.42949, -1.49886)
H (2.93214, -0.29548, -1.40065)
H (2.77976, -1.34546, -0.12259)

* HOMO energy (alpha / beta): -0.3214 / -0.3172 Ha
* spin multiplicity: 1
* net charge: 0
* LUMO level (alpha / beta): -1.52 / -1.26 eV

Results of the Löwdin charge analysis, in e, for atoms 1 through 4:
1 C -0.043
2 C 0.005
3 C -0.107
4 C -0.064

---

Order from most stable to least stable according to the calculation: P, Q